A molecular structure, C4H10NiO2 in a non-equilibrium geometry, computed with wB97M-V/def2-TZVPD.

The energy relative to the best compared isomer or geometry (same formula, charge and spin) comes out at 1.426 eV. The LUMO energy (spin up / spin down) is 0.7 / 0.5 eV.

ORCA input file:
```
! RIJCOSX wB97M-V def2-TZVPD def2/J DEFGRID3
* xyz 0 3
C 2.012 0.971 0.254
O 1.599 0.059 -0.812
C 0.975 -1.141 -0.411
C -0.357 -0.908 0.279
O -1.071 0.062 -0.477
C -2.419 0.234 -0.071
H 3.075 1.199 0.087
H 1.892 0.486 1.236
H 1.639 -1.704 0.265
H 0.806 -1.704 -1.338
H -0.235 -0.544 1.312
H -0.923 -1.851 0.317
H -3.015 -0.639 -0.373
H -2.477 0.367 1.020
H -2.810 1.124 -0.578
H 1.164 2.381 0.414
Ni 0.146 1.608 -1.123
*
```

=====

2 unconnected molecules or ions with the total composition C5H6N4 in a non-equilibrium geometry, computed with wB97M-V/def2-TZVPD.

The energy relative to the best compared isomer or geometry (same formula, charge and spin) comes out at 5.871 eV. The LUMO energy (spin up / spin down) is -3.7 / -3.7 eV.

ORCA input file:
```
! RIJCOSX wB97M-V def2-TZVPD def2/J DEFGRID3
* xyz 0 1
C 0.297 -2.005 2.230
C -0.301 -0.659 -1.926
C 0.122 0.548 -2.495
C -0.301 -0.322 -0.601
C 0.243 1.618 0.859
N 1.449 -2.167 2.378
N 0.340 1.477 -1.566
N 0.068 0.928 -0.385
N -0.898 -1.653 2.079
H -0.555 -1.585 -2.392
H 0.275 0.774 -3.532
H 1.232 1.408 1.271
H 0.144 2.687 0.677
H -0.512 1.281 1.568
H -1.604 -2.329 1.834
*
```

=====

A molecular structure, C26H31AsF3MnN3O3S in a non-equilibrium geometry, computed with wB97M-V/def2-TZVPD.

The energy relative to the best compared isomer or geometry (same formula, charge and spin) comes out at 1.706 eV. The LUMO energy (spin up / spin down) is 0.2 / 0.3 eV.

ORCA input file:
```
! RIJCOSX wB97M-V def2-TZVPD def2/J DEFGRID3
* xyz 0 2
Mn -1.070 -0.355 0.332
C -1.617 6.611 0.304
C -0.470 6.363 1.246
C 0.098 7.405 1.967
C 1.165 7.202 2.828
C 1.708 5.933 2.940
C 1.167 4.878 2.223
C 0.050 5.073 1.406
N -0.562 4.025 0.687
C -0.315 2.665 0.813
N -0.345 2.247 2.096
C -0.081 0.985 2.673
C 0.266 -0.109 1.878
C 0.536 -1.313 2.544
C 0.465 -1.419 3.921
C 0.123 -0.305 4.677
C -0.146 0.912 4.075
C -0.491 2.122 4.906
N -0.203 1.862 -0.208
C 0.044 2.364 -1.508
C 0.750 3.551 -1.769
C 0.935 4.018 -3.059
C 0.442 3.308 -4.139
C -0.176 2.091 -3.905
C -0.358 1.600 -2.620
C -0.947 0.237 -2.418
H -1.925 7.653 0.347
H -2.478 5.988 0.558
H -1.335 6.389 -0.730
H -0.311 8.402 1.852
H 1.578 8.027 3.392
H 2.564 5.757 3.579
H 1.634 3.905 2.279
H -0.946 4.288 -0.205
H -0.632 2.959 2.746
H 0.825 -2.180 1.957
H 0.654 -2.365 4.414
H 0.057 -0.392 5.755
H -0.510 1.862 5.963
H -1.477 2.521 4.648
H 0.246 2.920 4.777
H 1.202 4.106 -0.961
H 1.470 4.947 -3.212
H 0.566 3.678 -5.148
H -0.524 1.498 -4.742
H -1.036 -0.306 -3.356
H -1.943 0.310 -1.976
H -0.265 -0.324 -1.764
C 4.683 -0.761 -0.370
As 2.944 0.043 0.164
C 3.411 1.856 -0.453
C 3.476 0.401 2.024
H 5.513 -0.131 -0.048
H 4.725 -0.872 -1.454
H 4.791 -1.748 0.080
H 4.449 2.085 -0.212
H 2.769 2.573 0.060
H 3.256 1.960 -1.526
H 4.488 0.804 2.061
H 3.423 -0.504 2.629
H 2.783 1.124 2.456
F -3.114 -1.998 -2.065
C -2.724 -2.397 -0.863
F -1.335 -2.324 -0.845
F -3.045 -3.664 -0.705
S -3.378 -1.329 0.537
O -4.735 -1.724 0.693
O -2.423 -1.678 1.577
O -3.146 0.036 0.049
*
```

=====

A molecular structure, C3H2Cl2N2O3 in a non-equilibrium geometry, computed with wB97M-V/def2-TZVPD.

The LUMO energy (spin up / spin down) is 5.0 / 2.3 eV.

ORCA input file:
```
! RIJCOSX wB97M-V def2-TZVPD def2/J DEFGRID3
* xyz -2 3
C -1.546 0.183 -1.066
C -0.347 -2.860 -0.552
C -0.002 0.996 0.565
N -0.963 0.985 -0.403
N 0.189 0.095 1.472
O -0.192 -1.980 -1.270
O -2.223 -0.327 -1.838
O 0.012 -3.813 -0.016
Cl -1.995 -2.136 0.840
Cl 7.046 7.571 0.482
H -0.713 -0.519 1.356
H 0.734 1.805 0.430
*
```

=====

What did the third record say?
A molecular structure, C26H31AsF3MnN3O3S in a non-equilibrium geometry, computed with wB97M-V/def2-TZVPD.

The energy relative to the best compared isomer or geometry (same formula, charge and spin) comes out at 1.706 eV. The LUMO energy (spin up / spin down) is 0.2 / 0.3 eV.

ORCA input file:
```
! RIJCOSX wB97M-V def2-TZVPD def2/J DEFGRID3
* xyz 0 2
Mn -1.070 -0.355 0.332
C -1.617 6.611 0.304
C -0.470 6.363 1.246
C 0.098 7.405 1.967
C 1.165 7.202 2.828
C 1.708 5.933 2.940
C 1.167 4.878 2.223
C 0.050 5.073 1.406
N -0.562 4.025 0.687
C -0.315 2.665 0.813
N -0.345 2.247 2.096
C -0.081 0.985 2.673
C 0.266 -0.109 1.878
C 0.536 -1.313 2.544
C 0.465 -1.419 3.921
C 0.123 -0.305 4.677
C -0.146 0.912 4.075
C -0.491 2.122 4.906
N -0.203 1.862 -0.208
C 0.044 2.364 -1.508
C 0.750 3.551 -1.769
C 0.935 4.018 -3.059
C 0.442 3.308 -4.139
C -0.176 2.091 -3.905
C -0.358 1.600 -2.620
C -0.947 0.237 -2.418
H -1.925 7.653 0.347
H -2.478 5.988 0.558
H -1.335 6.389 -0.730
H -0.311 8.402 1.852
H 1.578 8.027 3.392
H 2.564 5.757 3.579
H 1.634 3.905 2.279
H -0.946 4.288 -0.205
H -0.632 2.959 2.746
H 0.825 -2.180 1.957
H 0.654 -2.365 4.414
H 0.057 -0.392 5.755
H -0.510 1.862 5.963
H -1.477 2.521 4.648
H 0.246 2.920 4.777
H 1.202 4.106 -0.961
H 1.470 4.947 -3.212
H 0.566 3.678 -5.148
H -0.524 1.498 -4.742
H -1.036 -0.306 -3.356
H -1.943 0.310 -1.976
H -0.265 -0.324 -1.764
C 4.683 -0.761 -0.370
As 2.944 0.043 0.164
C 3.411 1.856 -0.453
C 3.476 0.401 2.024
H 5.513 -0.131 -0.048
H 4.725 -0.872 -1.454
H 4.791 -1.748 0.080
H 4.449 2.085 -0.212
H 2.769 2.573 0.060
H 3.256 1.960 -1.526
H 4.488 0.804 2.061
H 3.423 -0.504 2.629
H 2.783 1.124 2.456
F -3.114 -1.998 -2.065
C -2.724 -2.397 -0.863
F -1.335 -2.324 -0.845
F -3.045 -3.664 -0.705
S -3.378 -1.329 0.537
O -4.735 -1.724 0.693
O -2.423 -1.678 1.577
O -3.146 0.036 0.049
*
```